78
Properties=species:S:1:pos:R:3:forces:R:3 method="wB97M-V/def2-TZVPD" total_energy_ha=-4809.67666 spin_multiplicity=2 fmax_ev_per_a=2.07 total_charge=+1
Ir 0.142147 -0.098926 0.316887 0.8 -1.2 -1.5
C -0.586326 -0.548283 3.836827 0.0 -0.1 0.0
C -1.295149 0.607485 3.220248 0.0 0.2 -0.1
C -2.140208 1.350935 4.048105 0.0 -0.1 0.0
C -2.906520 2.364426 3.537530 0.0 0.0 0.0
C -2.819108 2.633539 2.180323 0.1 0.1 0.0
C -1.928999 1.909176 1.419730 0.1 -0.1 -0.1
N -1.149311 0.929315 1.928953 -0.3 -0.1 0.6
C -1.777877 2.139096 -0.026054 0.0 0.0 0.1
C -2.428176 3.141083 -0.734947 0.0 0.0 -0.1
C -2.158803 3.309637 -2.079442 0.0 0.0 0.1
C -1.215460 2.497566 -2.691063 0.0 0.0 -0.1
C -0.605014 1.516020 -1.939002 0.0 -0.1 0.0
N -0.915501 1.324073 -0.644999 -0.2 0.7 -0.2
C 0.519118 0.695293 -2.418840 -0.1 0.1 -0.1
C 0.727556 0.394374 -3.744300 0.0 0.1 0.0
C 1.854431 -0.343391 -4.080208 0.0 0.0 -0.1
C 2.748434 -0.685789 -3.091755 0.1 0.0 0.0
C 2.485847 -0.367910 -1.762168 0.1 0.2 0.2
C 3.499214 -0.685399 -0.707645 0.0 0.0 0.0
N 1.350676 0.272167 -1.439278 0.0 -0.4 0.4
H -1.285680 -1.071577 4.488000 0.0 0.0 0.0
H 0.251934 -0.199757 4.443698 0.0 0.0 0.0
H -0.243907 -1.251524 3.089464 0.0 0.0 0.0
H -2.215663 1.065793 5.088394 0.0 0.0 0.0
H -3.587158 2.921897 4.166470 0.0 0.0 0.0
H -3.435723 3.397940 1.734089 0.0 0.0 0.0
H -3.124104 3.795275 -0.234499 0.0 0.0 0.0
H -2.648884 4.095391 -2.638412 0.0 0.0 0.0
H -0.922622 2.650228 -3.719635 0.0 0.0 0.0
H 0.013412 0.705129 -4.493469 0.0 0.0 0.0
H 2.038833 -0.621968 -5.109368 0.0 0.0 0.0
H 3.665642 -1.209105 -3.326065 0.0 0.0 0.0
H 4.475635 -0.334586 -1.043221 0.0 0.0 0.0
H 3.568614 -1.763439 -0.553379 0.0 0.0 0.0
H 3.264559 -0.194842 0.229018 0.0 0.0 0.0
O 1.209909 -5.454178 0.090657 -0.1 0.0 -0.1
C 0.506310 -5.240594 -1.034999 0.0 0.0 0.1
C 0.208865 -6.360934 -1.810802 0.0 0.0 0.0
C -0.495089 -6.228375 -2.987089 0.0 0.0 0.0
C -0.922862 -4.974952 -3.426625 0.0 0.0 0.0
C -0.642373 -3.866089 -2.661135 0.0 0.0 0.0
C 0.067583 -3.970977 -1.457981 0.0 0.0 0.1
C 0.325580 -2.755862 -0.675004 0.2 0.1 0.0
O -0.141971 -1.626802 -1.119449 -0.3 0.1 0.0
N 1.072961 -2.839583 0.402468 -0.1 0.2 -0.2
N 1.243566 -1.613402 1.025706 -0.1 -0.8 0.6
C 1.991436 -1.606592 2.068954 0.1 0.0 -0.2
C 2.381944 -0.417730 2.779286 -0.1 0.0 0.0
C 3.130770 -0.555446 3.958116 -0.1 0.0 0.0
C 3.525596 0.550178 4.673925 0.0 0.1 0.0
C 3.183203 1.823724 4.207470 0.1 0.0 0.1
C 2.452355 1.986030 3.049490 0.0 -0.1 0.1
C 2.041698 0.866813 2.321885 -0.1 0.1 -0.2
O 1.399813 1.114242 1.168567 0.1 0.9 0.3
H 1.324207 -4.595743 0.541520 0.1 0.1 0.1
H 0.550921 -7.325556 -1.460297 0.0 0.0 0.0
H -0.721120 -7.111101 -3.571801 0.0 0.0 0.0
H -1.473303 -4.876070 -4.351118 0.0 0.0 0.0
H -0.964905 -2.884583 -2.983495 0.0 0.0 0.0
H 2.364740 -2.571952 2.397005 0.1 0.0 0.0
H 3.387108 -1.552402 4.297393 0.0 0.0 0.0
H 4.099512 0.438651 5.583012 0.0 0.0 0.0
H 3.496632 2.698949 4.762067 0.0 0.0 0.0
H 2.191698 2.966382 2.673209 0.0 0.0 0.0
Br -3.990303 -2.438946 -3.973662 0.1 0.0 0.0
C -4.174198 -2.700757 -2.109180 0.0 0.0 0.0
C -5.214952 -3.479131 -1.625965 -0.1 0.0 0.0
N -5.424828 -3.662775 -0.325432 0.1 0.1 -0.1
C -4.613399 -3.040420 0.524887 -0.1 -0.1 0.1
C -3.539523 -2.253135 0.128830 -0.1 0.0 -0.1
C -3.298714 -2.099025 -1.228206 0.0 0.0 0.0
C -2.736856 -1.486812 1.136436 0.5 0.2 0.2
O -3.309758 -0.895838 2.035956 0.1 -0.1 0.0
O -1.432646 -1.530905 0.944271 -0.7 0.2 0.3
H -5.904779 -3.959760 -2.309802 0.0 0.0 0.0
H -4.822366 -3.173841 1.580193 0.0 0.0 0.0
H -2.459067 -1.512614 -1.577173 0.0 0.0 0.0